Record 1
Computed, not measured: a molecular structure, C4H4KO5 in a non-equilibrium geometry, with ωB97M-V/def2-TZVPD.

Atoms and positions in Å:
O -2.134 -1.197 0.567
C -1.958 0.016 0.514
O -2.618 1.011 0.786
O -0.670 0.382 -0.099
C -0.119 0.009 -1.429
H -1.022 -0.358 -1.941
C 0.254 1.295 -2.142
H -0.458 2.119 -1.953
H 1.288 1.585 -1.895
H 0.272 1.076 -3.222
C 0.806 -0.002 0.573
O 1.185 -1.167 0.772
O 1.205 1.007 1.141
K 0.745 -2.695 -1.050

Forces on atoms 1 to 6 (eV/Å):
O -0.024 -0.459 0.124
C -1.230 -0.098 -0.352
O 0.286 -0.459 0.112
O 3.008 0.254 0.668
C -1.001 -0.518 -1.723
H -0.011 -0.209 -0.165

- HOMO level: -0.10655 hartree
- LUMO: 1.553 eV
- Frontier orbital gap: 4.45 eV
- Net charge: -1
- 2S+1: 1
- ΔE to the lowest compared entry with this formula, charge and spin: 208.2 kJ/mol

Record 2
Computed, not measured: a molecular structure, C4H4KO5 in a non-equilibrium geometry, with ωB97M-V/def2-TZVPD.

Atoms and positions in Å:
O -0.405 -0.323 -0.901
C -0.888 -0.942 -2.056
O -1.138 -2.151 -1.806
O -0.996 -0.293 -3.086
C -0.025 1.046 -0.945
C 0.074 1.574 0.435
H -0.782 1.601 -1.529
H 0.929 1.152 -1.484
H 0.608 2.512 0.588
H -0.692 1.292 1.160
O 0.886 -1.839 2.665
O 1.688 0.160 3.431
C 1.386 -0.950 3.233
K -0.644 -2.838 0.291

Forces on atoms 1 to 6 (eV/Å):
O 0.347 0.270 1.095
C -0.310 -0.208 -1.076
O -0.321 0.105 -1.057
O 0.117 0.071 0.428
C -0.025 -0.007 -0.312
C -0.210 0.279 -0.057

- Expectation value of S²: 0.754
- HOMO level (alpha / beta): -0.30024 / -0.31450 hartree
- LUMO (alpha / beta): -0.721 / -0.794 eV
- Frontier orbital gap (alpha / beta): 7.45 / 7.76 eV
- 2S+1: 2
- ΔE to the lowest compared entry with this formula, charge and spin: 2.7 kJ/mol

Record 3
Computed, not measured: a molecular structure, C4H4Li2O2 in a non-equilibrium geometry, with ωB97M-V/def2-TZVPD.

Atoms and positions in Å:
O 2.087 -1.149 -1.801
C 1.318 -0.147 -1.348
C 0.644 -0.320 -0.095
C -0.286 0.447 0.525
C -1.486 -0.164 1.006
O -2.231 0.308 1.882
Li -2.484 1.841 2.807
H 2.091 1.120 -1.256
H 0.612 0.250 -2.115
H -0.228 1.545 0.601
H -1.748 -1.142 0.557
Li 1.710 -2.588 -0.762

Forces on atoms 1 to 6 (eV/Å):
O -0.071 -0.472 0.257
C 2.862 2.965 -0.442
C -1.096 -2.333 -1.233
C -1.046 0.342 0.455
C 2.533 -0.407 -0.220
O -1.802 1.599 0.994

- HOMO level (alpha / beta): -0.20945 / -0.20938 hartree
- LUMO (alpha / beta): -1.492 / -1.491 eV
- Frontier orbital gap (alpha / beta): 4.21 / 4.21 eV
- 2S+1: 1
- ΔE to the lowest compared entry with this formula, charge and spin: 220.8 kJ/mol